Formula: C4H11NO
Source: the Open Molecules 2025 dataset
Level of theory: ωB97M-V with the def2-TZVPD basis set

Output
- HOMO level (Ha) = -0.3646
- energy relative to the best compared isomer or geometry (same formula, charge and spin) (kcal/mol) = 7.14
- Kohn-Sham gap (hartree) = 0.395
- SMILES = CC(N)=O.CC
- molecular weight (Da) = 89.14

XYZ file:
```
17
C4H11NO, DFT ωB97M-V with the def2-TZVPD basis set
C 0.51 1.49 -1.40
C 0.96 2.24 -0.16
N -0.03 3.02 0.39
O 2.10 2.28 0.24
H 1.13 0.61 -1.33
H 0.89 2.05 -2.25
H -0.54 1.30 -1.54
H 0.02 3.44 1.30
H -0.89 3.12 -0.10
C -0.90 -3.08 0.41
C -0.14 -1.83 0.84
H -1.72 -3.30 1.09
H -1.37 -2.98 -0.56
H -0.21 -3.91 0.29
H 0.47 -1.46 0.01
H 0.56 -1.96 1.66
H -0.84 -1.04 1.11
```